No. 1
Here is a cluster of 2 separate species, C6H4O in total from the Open Molecules 2025 dataset. Energies are from ωB97M-V/def2-TZVPD.

Calculated values
**Charge**: 0
**Spin multiplicity**: 1
**HOMO (spin up / spin down)**: -9.67 / -9.67 eV
**LUMO energy (spin up / spin down)**: -1.66 / -1.65 eV
**E_tot**: -305.94438 hartree
**Energy above the lowest of the compared OMol25 structures with the same formula, charge and spin**: 167.6 kcal per mole
**HOMO-LUMO gap (spin up / spin down)**: 8.01 / 8.01 eV

The geometry in XYZ format:
```
11
Properties=species:S:1:pos:R:3:forces:R:3
C -2.03112 0.49212 -0.26435 -0.185 0.075 -0.032
C -0.68435 -1.62052 -1.49543 0.345 0.463 0.486
C -0.11113 -0.84624 -0.67563 -0.306 -0.332 -0.355
C 0.50895 0.02245 0.22270 -0.079 0.189 0.098
O -0.17117 0.92972 0.74655 0.145 -0.310 -0.190
C 1.91134 -0.10531 0.54288 0.565 -0.088 0.106
C 3.08108 -0.22070 0.80392 -0.500 0.058 -0.103
H -1.79606 1.17250 -1.07286 0.005 -0.115 0.117
H -2.30567 0.92834 0.68569 0.086 -0.064 -0.116
H -2.52124 -0.43193 -0.53179 0.121 0.106 0.035
H 4.11937 -0.32044 1.03832 -0.196 0.019 -0.046
```
Positions in Å, forces in eV/Å.



No. 2
Here is an isolated molecule of C6H4O2 in a non-equilibrium geometry from the Open Molecules 2025 dataset. Energies are from ωB97M-V/def2-TZVPD.

Calculated values
**Charge**: 0
**Spin multiplicity**: 1
**HOMO**: -9.37 eV
**LUMO energy**: -1.62 eV
**E_tot**: -381.24000 hartree
**Energy above the lowest of the compared OMol25 structures with the same formula, charge and spin**: 150.0 kcal per mole
**HOMO-LUMO gap**: 7.75 eV

The geometry in XYZ format:
```
12
Properties=species:S:1:pos:R:3:forces:R:3
C 2.28291 -0.47336 -0.10271 -1.532 -0.171 0.688
C 0.71875 -0.62120 0.13943 -0.393 0.290 -1.632
C -0.24770 0.37422 0.44026 -1.503 -2.644 -3.118
C -0.33335 2.02942 0.20033 -4.818 -0.266 -1.827
C -1.54895 -0.47165 0.17442 -6.855 -5.365 -1.869
C -2.51249 -1.42293 -0.17332 7.982 8.111 3.207
H 2.83116 -1.49733 -0.27033 -0.691 1.736 0.130
H 0.20460 -1.62477 -0.34372 1.788 2.360 1.948
H 0.64494 2.52018 0.37144 -0.674 0.100 -0.130
H -3.41988 -1.99789 -0.08420 0.296 0.168 -0.183
O 2.80355 0.61617 -0.08289 -0.024 -1.112 -0.116
O -1.42355 2.56914 -0.26872 6.423 -3.209 2.902
```
Positions in Å, forces in eV/Å.



No. 3
Here is the ion C6H4O4 with charge -2 in a non-equilibrium geometry from the Open Molecules 2025 dataset. Energies are from ωB97M-V/def2-TZVPD.

Calculated values
**Charge**: -2
**Spin multiplicity**: 1
**HOMO**: -0.46 eV
**LUMO energy**: 6.66 eV
**E_tot**: -531.95236 hartree
**Energy above the lowest of the compared OMol25 structures with the same formula, charge and spin**: 0.0 kcal per mole
**HOMO-LUMO gap**: 7.12 eV

The geometry in XYZ format:
```
14
Properties=species:S:1:pos:R:3:forces:R:3
C -2.23471 1.65853 -0.74220 0.432 -1.438 1.682
C -0.98475 1.33330 -0.50295 2.922 1.301 0.676
C 1.43886 2.03788 0.43331 -2.082 -1.447 -1.468
C -3.29032 0.99302 0.22726 0.436 1.771 -0.297
C 0.74439 -0.26387 -0.74492 -0.622 0.050 -2.037
C 0.32608 1.06772 -0.16510 -3.614 0.405 -1.629
O 2.27132 1.47388 1.12248 1.635 -1.011 1.531
O -4.03105 0.18470 -0.33320 -0.902 -1.212 -0.651
O 1.39041 3.17707 0.00239 0.061 2.108 -0.295
O -3.32582 1.42648 1.38745 0.002 -0.084 0.638
H -2.66932 2.23711 -1.53962 0.336 -0.024 -0.487
H 1.57526 -0.13435 -1.49578 -0.574 -0.059 0.518
H -0.18085 -0.70414 -1.32795 1.922 0.432 1.327
H 1.14418 -0.89530 0.01975 0.049 -0.792 0.491
```
Positions in Å, forces in eV/Å.



No. 4
Here is a cluster of 20 separate species, C6H56BNO20 in total in a non-equilibrium geometry from the Open Molecules 2025 dataset. Energies are from ωB97M-V/def2-TZVPD.

Calculated values
**Charge**: 0
**Spin multiplicity**: 1
**HOMO**: -8.40 eV
**LUMO energy**: -0.25 eV
**E_tot**: -1846.16588 hartree
**HOMO-LUMO gap**: 8.15 eV

The geometry in XYZ format:
```
84
Properties=species:S:1:pos:R:3:forces:R:3
C 18.92600 39.92200 19.60600 -0.702 4.095 1.430
O 19.30500 38.62100 19.79900 -4.014 -2.458 -0.069
C 20.51800 38.40300 20.31800 6.025 3.385 1.091
C 20.88800 36.88800 20.38600 -3.163 2.395 3.570
N 22.23800 36.61100 20.88900 -0.024 -5.982 -10.554
H 22.94700 36.98800 20.22300 -0.141 0.365 -0.385
H 22.30000 37.10900 21.59300 1.638 5.791 10.058
C 22.58600 35.11300 21.03400 -2.192 1.147 -1.020
C 24.04400 34.69100 21.01100 2.825 1.511 0.490
O 24.02600 33.32900 20.92200 -0.846 -3.339 -1.096
C 25.28300 32.66000 20.70000 -2.273 -1.802 -3.150
H 17.83600 40.11400 19.22900 2.019 -1.166 0.648
H 19.62800 40.40400 18.88300 -0.460 -0.184 0.464
H 19.00800 40.54200 20.65600 -0.178 -1.408 -2.398
H 20.80000 38.93400 21.41100 -1.218 -1.299 -2.510
H 21.15000 39.04400 19.55900 0.198 -1.551 1.552
H 20.63900 36.53200 19.46400 -0.139 -1.805 -2.340
H 20.05100 36.63300 21.18200 1.975 -0.709 -1.498
H 22.01800 34.56400 20.21700 0.714 0.805 0.827
H 22.00000 35.00000 21.93200 0.517 -1.374 0.774
H 24.52500 34.85600 22.03400 -0.290 1.029 -1.392
H 24.74700 35.04100 20.09800 -1.877 0.239 2.119
H 25.07200 31.52300 20.44600 0.227 2.352 0.542
H 25.77500 32.68400 21.57700 2.287 0.108 2.916
H 25.88000 33.06000 19.86000 -0.362 0.096 0.475
B 23.74600 38.53700 23.00900 -3.036 -2.474 -3.752
H 24.50100 37.61100 22.75300 0.220 -0.189 -0.148
H 24.10800 39.17500 23.80400 1.300 2.407 2.525
H 23.46100 39.16500 21.81500 0.292 -0.725 1.555
H 22.61300 37.94900 23.45300 0.949 0.576 -0.681
O 19.49200 34.53600 23.02500 0.679 -0.186 0.522
H 19.56600 34.78400 23.94300 1.392 -0.474 1.081
H 18.71300 35.04000 22.93000 -1.869 0.715 -1.500
O 18.21100 43.19400 21.81100 2.892 -3.631 -8.953
H 19.07000 42.80100 21.87300 0.365 0.097 0.886
H 17.85100 43.53100 22.49200 -3.233 3.509 8.060
O 17.06300 36.84300 20.68000 0.040 0.609 -1.267
H 17.77600 37.51200 20.54500 -0.488 -0.911 0.842
H 17.04200 36.37700 21.51100 0.514 0.375 0.348
O 23.75300 32.23900 18.13100 -2.010 -1.885 -8.050
H 23.59700 32.18800 18.99000 -1.324 -0.245 6.356
H 23.00100 31.64500 17.65400 2.560 2.142 1.773
O 27.42700 35.75900 22.72800 -1.432 -3.166 0.454
H 27.75100 36.39200 23.34600 0.217 0.670 0.920
H 27.03300 34.98000 23.28200 1.206 2.460 -1.380
O 19.85900 33.14000 20.59500 3.401 -1.383 4.112
H 19.98400 33.55600 21.51400 -1.471 0.530 -1.549
H 20.59900 32.49000 20.94300 -1.864 0.762 -1.967
O 21.66500 40.23700 17.22400 -4.710 -4.961 -3.593
H 21.14100 40.78300 16.61900 -0.426 -0.824 -0.347
H 22.11400 40.88500 17.55200 5.108 5.765 3.941
O 28.50000 32.80500 19.74000 -1.797 -2.101 -7.514
H 28.71500 33.24900 20.46600 1.511 3.623 4.335
H 28.47600 33.38600 18.87600 0.299 -1.431 3.251
O 20.75700 35.41700 17.17400 -0.346 0.088 -3.089
H 20.39900 36.32300 16.98200 0.120 -0.829 0.363
H 20.74200 35.02900 16.21300 0.189 0.872 2.665
O 26.19600 31.39600 17.36400 -1.269 -0.020 0.542
H 26.53600 32.28100 17.19800 -0.135 -0.071 0.008
H 25.26000 31.53300 17.72100 1.838 0.023 -0.776
O 26.88000 37.23000 19.72800 -1.074 -0.378 -0.143
H 26.19300 37.29400 20.42500 0.913 0.162 -0.254
H 27.64000 37.75000 19.97900 0.012 0.220 0.437
O 19.87100 32.82200 17.97100 -0.056 -0.687 -2.366
H 20.04000 32.78500 18.87700 0.002 -0.449 2.433
H 20.07800 33.73400 17.81900 -0.035 1.044 -0.577
O 14.71200 40.33800 19.03400 2.411 0.494 1.670
H 14.89900 41.00900 18.35800 -0.056 -0.236 0.295
H 15.50100 40.43300 19.70200 -2.371 -0.238 -1.939
O 23.37500 32.16600 24.02900 -0.305 0.595 0.298
H 23.84300 32.36000 23.22200 0.191 0.110 -0.623
H 23.48500 31.23200 24.16900 0.038 -0.564 0.157
O 23.62800 34.94900 17.60500 0.519 5.222 0.167
H 23.59400 34.07800 17.52800 1.069 -6.714 -0.924
H 22.76500 35.02700 17.96500 -1.961 0.911 0.381
O 22.15200 34.75200 25.25800 1.790 3.800 2.399
H 22.23600 34.03300 24.74700 -0.743 -4.941 -3.154
H 23.13900 34.86300 25.27000 -1.149 1.010 0.721
O 23.73400 37.27900 18.70900 -1.381 -2.814 -1.411
H 24.52400 37.74800 18.52800 1.329 0.782 -0.166
H 23.75400 36.43000 18.07100 0.511 2.683 1.875
O 18.62000 37.61000 16.88300 1.142 0.418 1.553
H 17.92700 37.01600 17.14100 -0.982 -0.754 -0.331
H 18.94000 37.80600 17.80200 -0.046 0.369 -1.014
```
Positions in Å, forces in eV/Å.



No. 5
Here is a structure of composition C6H5BF13IOTa from the Open Molecules 2025 dataset. Energies are from ωB97M-V/def2-TZVPD.

Calculated values
**Charge**: +1
**Spin multiplicity**: 1
**HOMO**: -13.14 eV
**LUMO energy**: -6.01 eV
**E_tot**: -1984.68181 hartree
**Energy above the lowest of the compared OMol25 structures with the same formula, charge and spin**: 29.8 kcal per mole
**HOMO-LUMO gap**: 7.13 eV

The geometry in XYZ format:
```
28
Properties=species:S:1:pos:R:3:forces:R:3
Ta 0.09647 0.45519 0.33736 0.229 -0.336 0.264
C -2.95368 -2.08533 1.50402 0.013 -0.015 -0.016
C -1.66173 -2.26513 0.73104 -0.265 -0.055 0.021
O -0.95874 -1.04126 0.64047 0.654 0.590 -0.283
C -0.71483 -3.30615 1.42869 0.153 0.070 -0.034
F -0.78626 -4.49278 0.83673 -0.070 0.012 -0.003
F -1.04750 -3.45368 2.70718 0.003 0.034 0.034
F 0.55832 -2.89118 1.38731 -0.054 -0.017 -0.077
C -1.95934 -2.64679 -0.73889 0.240 0.052 -0.089
F -2.70455 -3.72908 -0.83922 -0.041 -0.010 0.039
F -2.61973 -1.62177 -1.31951 0.001 0.013 0.004
F -0.82331 -2.81688 -1.42733 -0.086 -0.008 0.070
H -2.73398 -1.69530 2.49473 -0.012 0.008 0.000
H -3.45842 -3.04400 1.61278 0.002 0.000 -0.001
H -3.60814 -1.39937 0.97098 -0.013 0.008 0.005
F 0.23044 2.29433 0.04774 -0.096 -0.110 -0.030
B -2.06097 1.77728 -1.44888 0.030 -0.077 -0.075
F -2.82058 2.68229 -1.94586 -0.066 -0.023 0.021
F -2.11325 1.41521 -0.14101 -0.051 -0.105 -0.016
F -1.13289 1.10112 -2.11525 0.002 0.046 0.001
I 2.71391 -1.82787 -1.20834 -0.135 -0.075 0.136
C 1.77514 0.01347 -0.83641 -0.388 0.176 -0.004
H 1.57466 0.50176 -1.80000 0.028 -0.013 -0.003
H 2.49192 0.67788 -0.31626 -0.038 -0.045 0.042
F 2.25492 0.36671 2.32997 0.009 -0.001 -0.014
C 0.93248 0.60142 2.38795 -0.048 -0.116 -0.019
F 0.73732 1.83198 2.87260 -0.008 0.002 0.010
F 0.38544 -0.27509 3.23547 0.007 -0.007 0.017
```
Positions in Å, forces in eV/Å.